No. 1
A structure of composition C20H49F12N4O21S4Y2, computed with ωB97M-V/def2-TZVPD.

CARTESIAN COORDINATES (ANGSTROEM)
1 S -0.5524 -3.7262 -2.7647
2 H 3.3599 3.3136 -1.3175
3 H 2.1561 4.2124 -2.1704
4 O 1.9585 -0.8603 -1.6518
5 C -3.3453 -0.5132 5.2618
6 H 4.8519 -1.0377 5.8361
7 O 4.0108 -1.0984 8.2172
8 C 2.9197 0.2978 1.5172
9 H 3.3513 1.1416 2.0215
10 H -2.3723 -3.6904 1.5643
11 H 4.2812 1.5364 -6.2170
12 H 2.9689 -1.8466 1.3911
13 O -0.7378 -2.8707 2.5678
14 C 3.9025 -2.6007 6.4014
15 C 3.0181 2.3710 -3.9261
16 H 4.7694 -3.0528 6.8850
17 O -1.8412 -3.3173 -2.2267
18 N 0.3748 -2.3638 -2.7480
19 C -3.1277 -0.4352 -4.5593
20 C 3.1148 -2.0339 7.5761
21 N 2.1758 0.2726 -4.6438
22 N -1.6216 0.8922 3.6848
23 C -1.3581 4.6255 -1.3964
24 C 4.5222 0.8818 -5.3564
25 F -1.3693 4.0386 2.7565
26 H 5.4847 1.1248 -4.9048
27 C -2.0102 -2.6867 1.8439
28 H -2.3779 0.1129 -5.1905
29 H 3.7595 3.1635 -3.7775
30 H 2.7309 -2.8747 8.1361
31 F 3.1925 -2.5643 -3.8169
32 O -3.2142 4.2234 -2.8859
33 O 2.1959 2.1739 -2.7607
34 H 2.3384 -1.4107 7.1175
35 F 0.1851 2.6902 2.0669
36 H -1.9315 2.7117 -2.2163
37 S -0.7074 2.0053 4.4484
38 H -1.9409 -1.2516 -2.3853
39 H 4.5827 -0.1305 -5.6673
40 O 1.4622 -2.8927 -0.4556
41 O 0.0804 -1.5491 5.0746
42 C -1.6053 -1.8435 0.6891
43 O 4.3139 -1.6920 5.3850
44 H 2.4574 -0.6906 -4.7791
45 H -0.7865 0.0222 0.4649
46 O -3.7962 0.2098 2.7376
47 H -2.8218 -2.2594 2.4694
48 H -5.3292 0.8262 0.4416
49 H -0.6900 -3.2984 3.4452
50 H -3.1450 1.2067 -3.2768
51 F 0.5106 -4.1431 -5.1643
52 F -2.6553 -1.5930 4.7659
53 H 2.3635 2.7573 -4.6789
54 C 3.4071 0.9640 -4.3076
55 H -2.1731 -0.0062 -1.3655
56 H 3.1410 -1.2647 4.0700
57 F 0.6628 3.9910 3.8147
58 Y 0.2885 0.5771 -2.7948
59 F -1.5007 -4.8273 -4.9607
60 H -6.2242 0.8746 -1.0498
61 F 4.1878 -2.7792 -1.9317
62 H -3.0568 3.4777 -1.0239
63 O 2.5010 -1.2492 3.2789
64 H 3.5132 -0.5472 8.8263
65 O 0.1134 -4.9392 -2.3917
66 H 1.6590 3.1083 -0.9901
67 C -0.6871 -3.8927 -4.6181
68 N -2.0367 -0.2496 -2.3853
69 C -2.3800 3.6456 -1.8331
70 H 1.2087 0.7007 0.5215
71 H 4.2916 -1.1824 2.3104
72 H -0.5391 1.7881 -0.5500
73 C -4.4380 -0.2900 -2.4380
74 C -5.5542 0.2620 -0.4680
75 O 0.1142 1.0953 -0.6933
76 H 1.8103 0.6399 -5.6080
77 Y 0.2862 -0.6501 3.1951
78 C 2.3717 3.2549 -1.8035
79 H 3.2232 -3.4336 6.1065
80 O -0.8846 -0.6516 1.1824
81 H -2.4665 -1.5038 0.1240
82 C -3.1830 0.1281 -3.1476
83 O -0.8337 4.0944 -0.1950
84 H -4.4660 -1.3834 -2.2387
85 O 0.5259 1.3231 4.6467
86 H -5.8647 -0.7727 -0.4630
87 F 2.7861 -4.3687 -2.5984
88 H -1.4623 4.0609 0.5477
89 H -2.8458 -1.4677 -4.5110
90 H -1.9222 5.5781 -1.2954
91 H -0.6300 4.7255 -2.1425
92 C -0.3122 3.2779 3.1640
93 H 0.0594 -1.2250 5.9872
94 S -3.2458 0.8311 3.8887
95 O -0.6587 1.8763 -4.0771
96 O -4.3405 0.3099 -1.1684
97 F -1.1807 -2.7287 -5.1126
98 C 3.2556 -1.0773 2.0927
99 H -4.1242 3.8834 -2.7817
100 H 3.7675 0.5150 -3.4104
101 H -0.9125 -2.3463 0.0256
102 O 1.5028 0.4078 1.4472
103 H 3.2699 0.2937 0.4706
104 H -5.3403 0.0613 -2.8835
105 O -3.7468 2.0733 4.4043
106 S 1.5874 -2.2534 -1.7067
107 F -2.7205 -0.1947 6.3878
108 C 3.0077 -3.0063 -2.5998
109 O -1.2772 2.8245 5.4640
110 H -4.1520 -0.4809 -4.9966
111 H -0.8345 2.5348 -4.7553
112 F -4.6038 -0.8901 5.5112

For the largest force on an atom, the calculation gives 0.0722 Eh/bohr. As for the HOMO-LUMO gap: 0.37920 Ha. The LUMO energy is -1.9 eV. The total charge is +1.

Here are the Löwdin charges for atoms 1 to 99, given in e: number 1, S, carries 0.66; number 2, H, carries 0.11; number 3, H, carries 0.08; number 4, O, carries -0.37; number 5, C, carries -0.60; number 6, H, carries 0.11; number 7, O, carries -0.07; number 8, C, carries -0.17; number 9, H, carries 0.13; number 10, H, carries 0.15; number 11, H, carries 0.10; number 12, H, carries 0.11; number 13, O, carries -0.13; number 14, C, carries -0.23; number 15, C, carries -0.15; number 16, H, carries 0.12; number 17, O, carries -0.29; number 18, N, carries -0.32; number 19, C, carries -0.03; number 20, C, carries -0.22; number 21, N, carries 0.01; number 22, N, carries -0.36; number 23, C, carries -0.22; number 24, C, carries -0.02; number 25, F, carries 0.13; number 26, H, carries 0.09; number 27, C, carries -0.14; number 28, H, carries 0.09; number 29, H, carries 0.15; number 30, H, carries 0.12; number 31, F, carries 0.16; number 32, O, carries -0.07; number 33, O, carries -0.30; number 34, H, carries 0.11; number 35, F, carries 0.11; number 36, H, carries 0.07; number 37, S, carries 0.61; number 38, H, carries 0.03; number 39, H, carries 0.06; number 40, O, carries -0.22; number 41, O, carries -0.42; number 42, C, carries -0.16; number 43, O, carries -0.06; number 44, H, carries 0.07; number 45, H, carries 0.06; number 46, O, carries -0.27; number 47, H, carries 0.12; number 48, H, carries 0.09; number 49, H, carries 0.11; number 50, H, carries 0.12; number 51, F, carries 0.15; number 52, F, carries 0.06; number 53, H, carries 0.12; number 54, C, carries -0.44; number 55, H, carries 0.10; number 56, H, carries 0.11; number 57, F, carries 0.12; number 58, Y, carries 1.50; number 59, F, carries 0.21; number 60, H, carries 0.08; number 61, F, carries 0.11; number 62, H, carries 0.12; number 63, O, carries -0.17; number 64, H, carries 0.09; number 65, O, carries -0.24; number 66, H, carries 0.07; number 67, C, carries -0.68; number 68, N, carries 0.00; number 69, C, carries -0.25; number 70, H, carries 0.06; number 71, H, carries 0.13; number 72, H, carries 0.00; number 73, C, carries -0.19; number 74, C, carries -0.07; number 75, O, carries -0.39; number 76, H, carries 0.16; number 77, Y, carries 1.59; number 78, C, carries -0.04; number 79, H, carries 0.14; number 80, O, carries -0.19; number 81, H, carries 0.12; number 82, C, carries -0.43; number 83, O, carries -0.08; number 84, H, carries 0.15; number 85, O, carries -0.32; number 86, H, carries 0.10; number 87, F, carries 0.11; number 88, H, carries 0.08; number 89, H, carries 0.05; number 90, H, carries 0.15; number 91, H, carries 0.11; number 92, C, carries -0.58; number 93, H, carries -0.01; number 94, S, carries 0.63; number 95, O, carries -0.41; number 96, O, carries -0.23; number 97, F, carries 0.10; number 98, C, carries -0.17; number 99, H, carries 0.09


No. 2
A structure of composition C20H50F12Li4N6O34S12, computed with ωB97M-V/def2-TZVPD.

CARTESIAN COORDINATES (ANGSTROEM)
1 C -9.4896 3.9051 -15.2323
2 O -7.5103 9.7641 -2.4169
3 F -5.4996 12.5227 -5.1451
4 N -7.9668 4.4251 -6.2249
5 F -5.0286 4.3825 -7.6950
6 H -6.5385 6.3961 -10.7333
7 O -6.6168 8.1447 -4.1559
8 F -5.2842 7.9598 -8.4942
9 H -5.5189 3.8011 -11.4498
10 O -7.1586 6.8613 -6.6618
11 H -12.2543 5.1114 -11.9638
12 O -3.0840 10.0882 -5.6864
13 O -4.3576 0.7343 -5.3617
14 S -5.2648 0.8871 -6.5289
15 O -2.0421 7.8341 -5.6341
16 C -8.4659 2.1418 -9.9079
17 S -3.2874 4.5616 -4.3257
18 H -10.0996 5.8075 -10.2580
19 Li -7.8428 2.6225 -6.7949
20 C -10.7091 6.6232 -10.6467
21 S -3.2474 8.6556 -5.5664
22 H -10.3805 7.4332 -1.1925
23 H -9.0364 3.0455 -14.7385
24 O -13.1605 8.0538 -5.3351
25 O -3.1043 3.1598 -4.3828
26 H -13.5693 8.3269 -7.9602
27 H -10.2512 4.2622 -1.1189
28 S -6.1355 11.4963 -4.0222
29 O -4.7993 11.0823 -3.4691
30 S -4.8954 5.3379 -2.8518
31 O -10.3895 4.6130 -5.7199
32 H -11.9918 5.8361 -13.5802
33 H -10.7212 0.2376 -7.2570
34 O -6.4967 12.5677 -9.0685
35 S -4.7985 2.7860 -7.7654
36 O -9.4537 5.8476 -0.0582
37 H -13.4921 4.7319 -6.6513
38 C -12.3460 7.5765 -6.4186
39 F -2.9159 5.0447 -5.8446
40 F -7.4929 5.1536 -8.4254
41 N -4.9585 5.1267 -4.3867
42 O -3.4423 2.7235 -7.2243
43 O -5.0489 5.7069 -12.0276
44 H -11.7411 6.5196 -10.3117
45 Li -6.1588 9.3716 -6.5813
46 O -9.3878 1.5470 -6.0446
47 C -9.7880 0.7878 -4.8404
48 H -6.6806 4.4039 -12.4511
49 C -10.5666 4.4588 -13.0103
50 O -5.0137 0.0086 -7.6859
51 H -7.5539 4.3752 0.2934
52 O -8.9464 2.8323 0.5573
53 O -7.8646 8.4762 -9.6384
54 C -7.9278 2.0373 1.3358
55 H -8.8201 4.3562 -15.9646
56 S -6.3262 11.0824 -9.1626
57 F -8.7237 9.2130 -4.3161
58 C -8.3076 3.8091 -0.2538
59 H -13.8313 4.8040 -8.3057
60 H -10.8237 7.2060 0.5688
61 C -5.6080 4.4990 -12.2823
62 N -6.8243 10.5802 -5.0514
63 F -8.7270 3.7574 -4.1558
64 H -8.6661 3.2002 -10.0746
65 S -7.2092 9.4228 -3.7872
66 F -3.6565 8.4806 -4.0279
67 F -6.4771 5.5786 -2.6578
68 H -4.0626 4.7840 -16.4097
69 O -5.0185 2.5988 -9.1791
70 O -6.1287 10.4860 -10.4576
71 H -3.2492 3.5176 -15.4036
72 H -11.8772 6.6605 -6.0591
73 N -5.9522 2.4722 -6.7798
74 H -10.4039 7.5356 -10.1343
75 H -10.7915 1.1225 -4.5776
76 H -12.1918 7.3359 -3.7317
77 N -4.5994 8.2201 -6.2601
78 F -4.9176 10.8953 -8.4242
79 C -9.2946 4.7546 -0.9440
80 O -3.0680 8.8036 -8.4561
81 S -8.2279 9.7224 -8.9892
82 H -4.9096 3.2886 -15.8400
83 S -9.0115 4.8836 -5.2667
84 C -14.2189 5.1503 -7.3476
85 H -13.0783 8.7581 -3.4355
86 O -4.4576 4.7902 -14.4064
87 H -11.4285 6.1507 -0.4771
88 C -4.1743 4.0580 -15.6044
89 H -7.3066 2.5723 2.0541
90 H -10.5939 3.0795 -8.2139
91 H -10.6833 1.4206 -8.9652
92 H -8.4630 1.3253 1.9641
93 H -15.2137 4.7257 -7.2128
94 H -11.5475 8.9083 -4.3813
95 H -11.1818 3.6145 -13.3214
96 C -11.5411 5.6219 -12.6111
97 H -8.8017 5.0279 -1.8770
98 C -5.4577 6.2593 -10.7685
99 N -7.1903 10.2588 -7.9710
100 O -8.7753 1.9637 -8.5086
101 H -3.8686 3.3823 -13.0141
102 O -9.4230 6.4075 -7.6517
103 O -6.9945 12.4713 -3.3273
104 F -9.1499 9.0957 -7.8339
105 H -4.8868 7.1872 -10.7326
106 C -10.1851 2.0695 -8.2449
107 H -11.5251 8.2767 -6.5735
108 O -3.6144 6.4129 -7.9377
109 H -9.8739 -0.2664 -5.1037
110 S -8.1583 5.8792 -7.1261
111 Li -5.4434 6.7722 -5.3998
112 H -7.3916 1.9792 -9.9942
113 O -9.2092 10.6194 -9.5928
114 H -12.6110 6.8884 -8.4356
115 C -4.7650 3.8563 -13.4139
116 S -3.8589 7.8028 -7.7328
117 C -10.5159 6.7362 -0.3654
118 O -4.8583 4.1234 -2.0532
119 H -9.1206 0.9835 -4.0011
120 O -4.2293 6.4999 -2.2398
121 Li -6.2370 3.9678 -5.4601
122 H -10.3836 3.6123 -15.7829
123 H -7.4446 1.4435 0.5598
124 O -10.9388 6.7823 -11.9804
125 C -13.2014 7.3506 -7.6446
126 O -8.6638 6.0562 -4.4745
127 H -11.2704 1.6496 -6.4900
128 C -10.3902 1.2401 -6.9857
129 H -9.9858 4.2385 -12.1146
130 H -8.9810 1.3969 -10.5144
131 H -5.0997 5.7172 -9.8933
132 O -9.8259 4.8644 -14.2105
133 C -12.4295 8.2997 -4.1819
134 H -7.6592 3.2265 -0.9082
135 O -2.3031 5.3165 -3.5287
136 F -6.6704 0.3342 -6.0110
137 H -5.4130 3.0439 -13.7429
138 O -14.4234 6.5917 -7.3680

For the largest force on an atom, the calculation gives 0.2155 Eh/bohr. As for the HOMO-LUMO gap: 0.29492 Ha. The LUMO energy is 2.2 eV. The total charge is -2.

Here are the Löwdin charges for atoms 1 to 99, given in e: number 1, C, carries -0.10; number 2, O, carries -0.23; number 3, F, carries -0.23; number 4, N, carries -0.41; number 5, F, carries -0.23; number 6, H, carries 0.09; number 7, O, carries -0.35; number 8, F, carries -0.23; number 9, H, carries 0.10; number 10, O, carries -0.32; number 11, H, carries 0.11; number 12, O, carries -0.25; number 13, O, carries -0.25; number 14, S, carries 0.65; number 15, O, carries -0.25; number 16, C, carries -0.04; number 17, S, carries 0.61; number 18, H, carries 0.08; number 19, Li, carries 0.58; number 20, C, carries -0.14; number 21, S, carries 0.48; number 22, H, carries 0.09; number 23, H, carries 0.08; number 24, O, carries -0.18; number 25, O, carries -0.23; number 26, H, carries 0.13; number 27, H, carries 0.13; number 28, S, carries 0.50; number 29, O, carries -0.30; number 30, S, carries 0.44; number 31, O, carries -0.26; number 32, H, carries 0.12; number 33, H, carries 0.14; number 34, O, carries -0.29; number 35, S, carries 0.45; number 36, O, carries -0.17; number 37, H, carries 0.07; number 38, C, carries -0.19; number 39, F, carries -0.20; number 40, F, carries -0.17; number 41, N, carries -0.38; number 42, O, carries -0.23; number 43, O, carries -0.14; number 44, H, carries 0.07; number 45, Li, carries 0.58; number 46, O, carries -0.26; number 47, C, carries -0.03; number 48, H, carries 0.12; number 49, C, carries -0.16; number 50, O, carries -0.25; number 51, H, carries 0.13; number 52, O, carries -0.20; number 53, O, carries -0.29; number 54, C, carries -0.06; number 55, H, carries 0.08; number 56, S, carries 0.59; number 57, F, carries -0.20; number 58, C, carries -0.22; number 59, H, carries 0.07; number 60, H, carries 0.08; number 61, C, carries -0.25; number 62, N, carries -0.29; number 63, F, carries -0.18; number 64, H, carries 0.09; number 65, S, carries 0.62; number 66, F, carries -0.17; number 67, F, carries -0.20; number 68, H, carries 0.09; number 69, O, carries -0.24; number 70, O, carries -0.25; number 71, H, carries 0.08; number 72, H, carries 0.10; number 73, N, carries -0.40; number 74, H, carries 0.09; number 75, H, carries 0.09; number 76, H, carries 0.08; number 77, N, carries -0.43; number 78, F, carries -0.20; number 79, C, carries -0.18; number 80, O, carries -0.23; number 81, S, carries 0.45; number 82, H, carries 0.07; number 83, S, carries 0.42; number 84, C, carries -0.10; number 85, H, carries 0.09; number 86, O, carries -0.15; number 87, H, carries 0.08; number 88, C, carries -0.11; number 89, H, carries 0.08; number 90, H, carries 0.13; number 91, H, carries 0.12; number 92, H, carries 0.07; number 93, H, carries 0.08; number 94, H, carries 0.09; number 95, H, carries 0.11; number 96, C, carries -0.16; number 97, H, carries 0.09; number 98, C, carries -0.06; number 99, N, carries -0.34